The following is a DFT calculation (the ωB97M-V functional and the def2-TZVPD basis) of the ion C5H13N2O with charge +2 at a distorted geometry.

Structure (XYZ):
```
21
Properties=species:S:1:pos:R:3:forces:R:3
C 2.4644 -1.0505 -0.2790 -0.115 0.277 -0.280
O 3.6784 -0.4663 -0.6496 0.229 -0.342 -0.370
C 1.2425 -0.2046 -0.7319 -0.161 -0.333 0.577
C 0.4591 0.3239 0.4952 0.143 0.345 -0.122
C -0.9901 0.5972 0.2468 0.799 0.393 0.556
C -1.8353 -0.5327 0.4161 -0.347 0.035 0.540
N -3.3028 -0.5066 0.4250 0.008 -0.161 -0.289
N -1.4257 1.8155 0.0546 -0.660 -0.052 0.630
H 2.4478 -1.2213 0.8050 -0.153 -0.010 -0.004
H 2.4129 -2.0151 -0.7834 0.152 -0.045 0.117
H 3.6895 0.4931 -0.6315 -0.104 0.099 0.267
H 1.6157 0.5836 -1.3780 -0.231 0.341 -0.023
H 0.5183 -0.7693 -1.3164 0.222 -0.393 -0.328
H 0.9070 1.2076 0.9583 0.013 0.016 -0.185
H 0.4667 -0.4425 1.2795 0.086 -0.073 -0.094
H -1.3927 -1.4790 0.6789 -0.032 -0.220 -0.141
H -3.7160 0.3420 0.8281 -0.051 0.105 -0.166
H -3.6360 -0.6269 -0.5463 -0.300 0.149 0.041
H -3.7225 -1.2816 0.9651 0.319 -0.089 -0.040
H -0.8030 2.6150 -0.0457 0.247 -0.196 0.026
H -2.3635 2.0780 0.3485 -0.065 0.154 -0.711
```
Positions in Å, forces in eV/Å.

The calculation puts the energy above the lowest of the compared OMol25 structures with the same formula, charge and spin at 52.2 kcal per mole. As for the net charge: +2. Its frontier orbital gap (alpha / beta) is 7.892 / 3.894 eV. The expectation value of S² is 0.76. The total energy comes out at -382.30723 Ha. For the LUMO energy (alpha / beta), the calculation gives -8.49 / -12.38 eV. The spin multiplicity is 2. For the largest force on an atom, the calculation gives 0.020 Eh/bohr.

The following is a DFT calculation (the ωB97M-V functional and the def2-TZVPD basis) of the molecule C6H4O at a distorted geometry.

Structure (XYZ):
```
11
Properties=species:S:1:pos:R:3:forces:R:3
C 1.6239 0.6811 -0.5692 -0.084 2.641 -0.782
C 1.3432 -0.2658 0.1707 -0.346 -2.287 0.012
C 0.6633 -1.1100 0.9335 -0.677 -1.380 2.700
C 0.2767 0.8847 0.2726 1.152 1.564 -1.348
C -0.9981 0.5427 -0.3614 0.168 -0.879 0.454
C -1.3010 -0.7622 -0.2579 0.022 0.032 -0.622
O -0.5048 -1.6075 0.4769 -0.339 0.225 -0.352
H 2.3634 1.1339 -1.1689 0.142 0.439 -0.613
H 0.3875 1.6980 0.9831 -0.192 -0.452 0.321
H -1.6488 1.2510 -0.8578 0.011 -0.035 0.210
H -2.1731 -1.2709 -0.6540 0.144 0.132 0.020
```
Positions in Å, forces in eV/Å.

The calculation puts the energy above the lowest of the compared OMol25 structures with the same formula, charge and spin at 118.9 kcal per mole. As for the net charge: 0. Its frontier orbital gap is 8.828 eV. The total energy comes out at -306.02201 Ha. For the LUMO energy, the calculation gives 0.82 eV. For the largest force on an atom, the calculation gives 0.060 Eh/bohr.

The following is a DFT calculation (the ωB97M-V functional and the def2-TZVPD basis) of a structure of composition C20H21BCuN6 at a distorted geometry.

Structure (XYZ):
```
49
Properties=species:S:1:pos:R:3:forces:R:3
H -0.0228 2.8379 0.8588 0.024 0.020 -0.211
N 0.3396 1.7299 -0.8861 0.552 1.392 -0.292
B 0.8855 0.9002 -3.2180 -0.817 -0.454 1.485
N 0.7174 2.0515 -2.1788 -0.386 -0.064 1.317
C 0.7535 3.3925 -2.3027 0.025 -0.427 0.858
Cu -0.2862 -0.0979 -0.2325 -0.400 0.313 -0.647
H 0.9476 3.8268 -3.2702 0.155 0.148 0.133
C 0.4819 3.9428 -1.0496 -0.014 0.106 -0.431
H 0.4522 4.9779 -0.7888 0.007 0.346 -0.016
C 0.2313 2.8639 -0.1935 0.238 -0.149 -1.234
H 1.3985 1.2386 -4.2367 -0.089 0.008 -0.129
C -1.9677 -2.7627 1.4413 -0.207 0.119 -0.020
H -2.3715 -2.9632 2.4401 0.145 0.142 -0.171
H -1.0181 -3.2907 1.3259 -0.108 0.100 -0.023
H -2.6889 -3.1274 0.7050 0.140 0.001 0.025
N -0.5537 0.3377 -3.3376 -1.195 -0.512 0.678
N 1.6429 -0.2754 -2.5260 -0.177 -0.928 1.260
N -1.1868 -0.1199 -2.1861 -0.515 -0.187 -1.065
N 1.2643 -0.7509 -1.2769 1.778 -0.489 -0.419
C -1.3510 0.1458 -4.4034 0.093 -0.141 0.670
C 2.6622 -1.0279 -2.9741 -0.085 0.266 0.608
H -1.0213 0.4693 -5.3859 -0.151 -0.170 0.237
H 3.0304 -0.8679 -3.9739 0.230 0.004 0.094
C -2.5146 -0.4675 -3.9671 -0.004 0.014 0.221
C 3.0264 -1.9108 -1.9719 0.133 -0.224 -0.059
C -2.3751 -0.6156 -2.5712 1.110 0.710 -1.039
C 2.1292 -1.7033 -0.9153 -0.049 0.634 -1.437
H -3.3405 -0.7647 -4.5782 -0.237 -0.059 -0.092
H 3.8316 -2.6102 -1.9872 0.270 -0.270 -0.122
H -3.0656 -1.0386 -1.8631 0.019 -0.024 0.122
H 2.0832 -2.1797 0.0580 -0.161 0.036 -0.365
H -1.8160 -1.6783 1.3128 -0.126 -0.696 0.142
C 2.2684 -0.8765 4.9906 -0.821 0.353 0.276
C 2.6869 -1.1254 3.6706 -0.182 0.113 -0.444
C 1.8766 -0.7850 2.5971 0.557 -0.292 0.376
C 0.6080 -0.2195 2.7821 -1.195 0.590 0.827
C -0.2737 0.1064 1.6898 -0.042 0.341 -0.026
C -1.4763 0.7400 1.9371 0.243 -0.042 1.013
C -1.8939 1.0314 3.2795 0.421 -0.197 0.244
C -1.0870 0.6940 4.3550 -0.620 0.238 -0.442
C 0.1705 0.0628 4.1461 0.485 -0.239 -0.858
C 1.0287 -0.2827 5.2231 0.611 -0.251 -0.011
H 2.9166 -1.1392 5.8341 -0.281 0.109 -0.365
H 3.6609 -1.5828 3.5006 -0.206 0.143 -0.033
H 2.2080 -0.9245 1.5755 0.092 -0.030 0.169
H -2.1527 1.0212 1.1203 0.192 -0.030 0.214
H -2.8552 1.5282 3.4362 0.320 -0.169 0.038
H -1.3999 0.9160 5.3873 0.128 -0.107 -0.577
H 0.7109 -0.0678 6.2524 0.100 -0.094 -0.479
```
Positions in Å, forces in eV/Å.

The calculation puts the energy above the lowest of the compared OMol25 structures with the same formula, charge and spin at 0.0 kcal per mole. As for the net charge: 0. Its frontier orbital gap (alpha / beta) is 8.631 / 7.100 eV. The expectation value of S² is 0.75. The total energy comes out at -2768.60765 Ha. For the LUMO energy (alpha / beta), the calculation gives 0.70 / -0.80 eV. The spin multiplicity is 2. For the largest force on an atom, the calculation gives 0.037 Eh/bohr.

The following is a DFT calculation (the ωB97M-V functional and the def2-TZVPD basis) of the molecule C5H6O2.

Structure (XYZ):
```
13
Properties=species:S:1:pos:R:3:forces:R:3
O 3.2171 0.0742 -1.5765 -0.548 -0.005 0.061
C 2.0171 0.0830 -1.4756 0.349 0.034 -0.069
C 1.2490 1.1967 -0.7761 0.045 0.089 0.006
C 0.0751 0.7014 -0.0625 -0.494 -0.150 0.163
C -0.9298 0.2737 0.4475 0.464 0.132 -0.158
C -2.0514 -0.3354 1.1734 -0.158 0.243 -0.180
O -1.6602 -1.5350 1.8094 0.164 -0.034 0.212
H 1.3876 -0.7201 -1.9108 0.090 0.054 0.045
H 1.9409 1.7483 -0.1320 -0.123 -0.085 -0.071
H 0.8971 1.8870 -1.5547 0.142 -0.041 0.012
H -2.4590 0.3924 1.8916 0.091 -0.126 -0.097
H -2.8588 -0.5946 0.4813 0.131 0.042 0.080
H -0.8045 -1.3640 2.2235 -0.150 -0.152 -0.004
```
Positions in Å, forces in eV/Å.

The calculation puts the energy above the lowest of the compared OMol25 structures with the same formula, charge and spin at 55.0 kcal per mole. As for the net charge: 0. Its SMILES is O=CCC#CCO. Its frontier orbital gap is 10.681 eV. The total energy comes out at -344.51427 Ha. For the LUMO energy, the calculation gives 0.72 eV. For the largest force on an atom, the calculation gives 0.011 Eh/bohr.

The following is a DFT calculation (the ωB97M-V functional and the def2-TZVPD basis) of a cluster of 4 separate species, C6H21NO3 in total at a distorted geometry.

Structure (XYZ):
```
31
Properties=species:S:1:pos:R:3:forces:R:3
C 1.3455 -2.2412 -0.8853 -0.232 0.183 0.649
C 0.2394 -1.1749 -0.9791 1.079 0.242 0.527
C 0.6792 0.3122 -0.8878 -1.200 -1.520 -1.347
C -0.5707 1.1747 -1.1405 1.663 2.509 -0.026
C -0.0115 2.5624 -1.6011 -0.026 -0.051 0.250
N -1.3953 1.3790 0.0410 -0.236 -0.995 -0.231
C -2.7406 0.7785 -0.0164 0.072 1.215 0.056
H 1.0675 -3.1811 -1.3591 -0.027 0.113 -0.237
H 1.5062 -2.5245 0.1620 0.208 0.118 -0.041
H 2.2745 -1.8744 -1.3137 0.198 -0.132 -0.178
H -0.4168 -1.3004 -0.1118 -0.636 -0.397 -0.603
H -0.2324 -1.2961 -1.9508 -0.560 -0.005 0.226
H 1.4426 0.5254 -1.6400 0.001 0.020 -0.062
H 1.1014 0.5470 0.0714 0.081 0.393 0.441
H -1.1643 0.8695 -2.0015 -0.129 -0.687 0.268
H -0.7135 3.3499 -1.3228 -0.104 -0.050 -0.469
H 0.2402 2.5486 -2.6652 -0.260 0.166 -0.016
H 0.9196 2.8249 -1.0958 0.059 -0.153 0.253
H -0.9019 1.0732 0.8691 -0.126 -0.001 0.002
H -2.9021 0.1222 -0.8748 0.284 -0.392 0.278
H -3.4556 1.5975 -0.1641 -0.146 -0.173 0.171
H -2.9503 0.3087 0.9409 -0.230 -0.307 -0.162
O 0.4004 -0.1401 2.4480 -0.622 0.139 0.118
H 1.1893 -0.0581 2.9885 0.384 -0.051 -0.398
H 0.6361 -0.3602 1.5383 0.490 -0.054 0.465
O 3.2002 -0.3428 1.0816 -0.009 -0.073 0.201
H 2.9963 0.3693 0.4703 0.142 0.075 -0.079
H 2.9305 -1.1429 0.6170 0.101 0.001 -0.021
O -1.6088 -1.9648 2.8053 0.206 0.498 0.195
H -0.8146 -1.3979 2.8940 -0.174 -0.389 -0.210
H -2.2906 -1.3436 3.0824 -0.252 -0.243 -0.021
```
Positions in Å, forces in eV/Å.

The calculation puts the energy above the lowest of the compared OMol25 structures with the same formula, charge and spin at 13.7 kcal per mole. As for the net charge: 0. Its SMILES is CCC[C@H](C)NC.O.O.O. Its frontier orbital gap is 9.175 eV. The total energy comes out at -521.64437 Ha. For the LUMO energy, the calculation gives 0.59 eV. For the largest force on an atom, the calculation gives 0.059 Eh/bohr.

The following is a DFT calculation (the ωB97M-V functional and the def2-TZVPD basis) of a structure of composition C10H10BBrF4Ti at a distorted geometry.

Structure (XYZ):
```
27
Properties=species:S:1:pos:R:3:forces:R:3
C -1.9016 -0.8468 0.5371 -0.819 0.605 -0.381
C -1.7205 -1.3555 1.8478 -1.406 0.351 0.764
C -1.8741 -0.2567 2.7481 -1.381 0.045 -0.804
H -1.5602 -2.3912 2.1348 -0.058 0.257 -0.100
C -1.9934 0.9535 1.9858 -0.736 -0.556 0.996
C -2.0393 0.5836 0.6207 -0.604 -0.671 -0.697
H -2.1790 1.2572 -0.2128 0.052 -0.094 -0.017
H -1.9539 -1.4347 -0.3690 0.280 0.151 0.067
H -1.7582 -0.3127 3.8283 -0.692 -0.057 -0.867
H -2.0282 1.9607 2.4001 -0.087 -0.354 -0.145
Ti -0.0524 0.0003 1.3341 -0.114 0.549 1.338
Br 1.1475 -0.8423 -0.4209 1.863 -0.750 -1.668
C 2.7695 0.6777 -3.5464 -0.166 -0.144 -0.270
C 1.6720 1.4663 -3.9797 0.053 -0.235 -0.074
C 0.6817 0.5918 -4.5001 0.214 -0.056 0.026
H 1.6025 2.5576 -3.9262 0.001 -0.356 0.028
C 1.1680 -0.7372 -4.3891 0.216 0.208 -0.009
C 2.4580 -0.6844 -3.7985 -0.084 0.285 -0.279
H 3.1029 -1.5423 -3.5845 -0.255 0.287 0.011
H 3.6962 1.0532 -3.1013 -0.341 -0.131 -0.079
H -0.2852 0.8903 -4.9184 0.294 -0.098 0.178
H 0.6429 -1.6437 -4.7072 0.147 0.297 0.160
F 0.1913 0.0184 3.3298 2.094 0.226 1.960
B 0.0585 0.0097 4.9571 -0.498 -0.111 -2.245
F -0.7972 1.0416 5.2861 0.173 -0.371 0.164
F -0.3927 -1.2517 5.2843 -0.007 0.374 0.219
F 1.3448 0.2375 5.1597 1.861 0.348 1.724
```
Positions in Å, forces in eV/Å.

The calculation puts the energy above the lowest of the compared OMol25 structures with the same formula, charge and spin at 0.0 kcal per mole. As for the net charge: -2. Its frontier orbital gap (alpha / beta) is 5.209 / 5.226 eV. The expectation value of S² is 2.01. The total energy comes out at -4235.07403 Ha. For the LUMO energy (alpha / beta), the calculation gives 5.11 / 5.07 eV. The spin multiplicity is 3. For the largest force on an atom, the calculation gives 0.056 Eh/bohr.